No. 1
Formula: C20H19F3HoN3O7S
Source: the Open Molecules 2025 dataset
Level of theory: ωB97M-V/def2-TZVPD

Total energy ... -84640.5149 eV
Frontier orbital gap (spin up / spin down) ... 4.697 / 4.698 eV
Charge ... -2
2S+1 ... 5
M ... 667.38 g mol⁻¹
LUMO level (spin up / spin down) ... 0.1648 / 0.1648 Eh
<S²> ... 6.0038
Energy above the lowest of the compared OMol25 structures with the same formula, charge and spin ... 70.75 kcal per mole

Structure (XYZ):
```
54
C20H19F3HoN3O7S, DFT ωB97M-V/def2-TZVPD
Ho -4.45 -13.91 3.11
O -3.80 -14.13 5.42
C -4.51 -13.13 6.21
C -4.16 -11.73 5.75
N -4.35 -11.60 4.27
C -5.67 -10.94 3.95
C -6.17 -11.32 2.54
O -6.81 -10.56 1.82
O -5.75 -12.53 2.13
C -3.21 -11.03 3.55
C -2.05 -12.07 3.35
O -0.87 -11.78 3.60
O -2.45 -13.23 2.86
H -2.85 -14.20 5.65
H -4.25 -13.20 7.28
H -5.56 -13.39 6.05
H -3.08 -11.52 5.91
H -4.73 -10.96 6.33
H -5.54 -9.82 3.99
H -6.44 -11.22 4.66
H -2.84 -10.11 4.04
H -3.52 -10.76 2.54
S -3.49 -16.73 -1.40
C -3.39 -17.65 0.08
C -3.54 -16.94 1.22
C -3.68 -15.52 1.07
C -3.64 -15.27 -0.29
C -3.93 -14.00 -0.90
C -4.27 -13.89 -2.26
C -4.71 -12.66 -2.75
C -4.76 -11.58 -1.89
C -4.40 -11.79 -0.54
N -3.91 -12.93 -0.09
H -3.26 -18.71 -0.01
H -3.58 -17.46 2.19
H -4.20 -14.81 -2.87
H -5.03 -12.62 -3.79
H -5.13 -10.60 -2.15
H -4.54 -10.97 0.15
F -2.61 -16.24 3.85
C -1.39 -16.49 4.44
F -1.38 -15.89 5.68
F -0.48 -15.81 3.66
O -8.29 -13.36 5.26
C -7.89 -14.37 4.67
C -8.79 -15.56 4.35
C -8.06 -16.28 3.24
C -6.67 -15.65 3.32
O -5.68 -15.96 2.60
N -6.61 -14.59 4.18
H -9.79 -15.26 4.09
H -8.82 -16.22 5.25
H -8.46 -16.07 2.24
H -7.96 -17.36 3.41
```

From a natural (NBO) analysis of the wavefunction, the atomic charges in e read: number 1, Ho, carries 1.892; number 2, O, carries -0.747; number 3, C, carries -0.089; number 4, C, carries -0.245; number 5, N, carries -0.485; number 6, C, carries -0.339; number 7, C, carries 0.793; number 8, O, carries -0.660; number 9, O, carries -0.847; number 10, C, carries -0.339; number 11, C, carries 0.779; number 12, O, carries -0.658; number 13, O, carries -0.801; number 14, H, carries 0.534; number 15, H, carries 0.177; number 16, H, carries 0.226; number 17, H, carries 0.212; number 18, H, carries 0.192; number 19, H, carries 0.189; number 20, H, carries 0.241; number 21, H, carries 0.183; number 22, H, carries 0.232; number 23, S, carries 0.170; number 24, C, carries -0.413; number 25, C, carries -0.242; number 26, C, carries -0.279; number 27, C, carries -0.276; number 28, C, carries 0.191; number 29, C, carries -0.271; number 30, C, carries -0.192; number 31, C, carries -0.327; number 32, C, carries 0.080; number 33, N, carries -0.409; number 34, H, carries 0.195; number 35, H, carries 0.226; number 36, H, carries 0.208; number 37, H, carries 0.191; number 38, H, carries 0.196; number 39, H, carries 0.182; number 40, F, carries -0.410; number 41, C, carries 0.375; number 42, F, carries -0.451; number 43, F, carries -0.417; number 44, O, carries -0.656; number 45, C, carries 0.682; number 46, C, carries -0.509; number 47, C, carries -0.509; number 48, C, carries 0.676; number 49, O, carries -0.624; number 50, N, carries -0.727; number 51, H, carries 0.220; number 52, H, carries 0.216; number 53, H, carries 0.236; number 54, H, carries 0.225


No. 2
Formula: C20H19F3N4O4S
Source: the Open Molecules 2025 dataset
Level of theory: ωB97M-V/def2-TZVPD

Total energy ... -54184.4953 eV
Frontier orbital gap ... 8.228 eV
Charge ... 0
2S+1 ... 1
M ... 468.46 g mol⁻¹
LUMO level ... -0.0107 Eh
SMILES ... COc1cccc(C(=O)NC(=S)N2CCN(c3ccc(C(F)(F)F)cc3[N+](=O)[O-])CC2)c1
Energy above the lowest of the compared OMol25 structures with the same formula, charge and spin ... 78.65 kcal per mole

Structure (XYZ):
```
51
C20H19F3N4O4S, DFT ωB97M-V/def2-TZVPD
C 4.93 4.40 -2.52
H 5.66 3.92 -3.17
O 4.18 3.34 -1.96
C 3.18 3.64 -1.10
C 2.83 4.93 -0.69
C 1.78 5.11 0.19
C 1.07 4.03 0.70
C 1.42 2.74 0.29
C 2.45 2.56 -0.61
H 2.71 1.56 -0.94
C 0.70 1.53 0.77
O 0.54 0.54 0.08
N 0.28 1.61 2.08
C -0.65 0.76 2.69
N -0.48 -0.56 2.63
C -1.55 -1.42 3.10
H -2.50 -0.98 2.78
C -1.35 -2.82 2.49
N -0.81 -2.72 1.16
C -1.58 -2.74 0.05
C -2.97 -2.52 0.11
C -3.74 -2.41 -1.03
C -3.15 -2.50 -2.29
C -1.80 -2.78 -2.39
C -1.03 -2.95 -1.25
N 0.28 -3.48 -1.45
O 0.83 -3.25 -2.51
O 0.74 -4.20 -0.58
H -1.33 -2.92 -3.35
C -4.01 -2.34 -3.51
F -4.96 -3.30 -3.57
F -4.68 -1.17 -3.51
F -3.33 -2.40 -4.66
H -4.79 -2.21 -0.95
H -3.46 -2.40 1.06
C 0.55 -2.21 1.14
H 1.28 -3.03 1.19
C 0.75 -1.25 2.33
H 1.53 -0.54 2.09
H 1.05 -1.81 3.23
H 0.70 -1.65 0.22
H -0.63 -3.39 3.09
H -2.29 -3.37 2.48
H -1.56 -1.47 4.19
S -1.93 1.46 3.47
H 0.27 2.54 2.48
H 0.23 4.21 1.35
H 1.51 6.11 0.49
H 3.36 5.79 -1.05
H 4.30 5.08 -3.10
H 5.46 4.96 -1.74
```

From a natural (NBO) analysis of the wavefunction, the atomic charges in e read: number 1, C, carries -0.256; number 2, H, carries 0.206; number 3, O, carries -0.502; number 4, C, carries 0.391; number 5, C, carries -0.312; number 6, C, carries -0.182; number 7, C, carries -0.226; number 8, C, carries -0.133; number 9, C, carries -0.238; number 10, H, carries 0.242; number 11, C, carries 0.688; number 12, O, carries -0.600; number 13, N, carries -0.656; number 14, C, carries 0.296; number 15, N, carries -0.400; number 16, C, carries -0.229; number 17, H, carries 0.234; number 18, C, carries -0.231; number 19, N, carries -0.416; number 20, C, carries 0.329; number 21, C, carries -0.285; number 22, C, carries -0.118; number 23, C, carries -0.202; number 24, C, carries -0.126; number 25, C, carries -0.065; number 26, N, carries 0.525; number 27, O, carries -0.380; number 28, O, carries -0.394; number 29, H, carries 0.263; number 30, C, carries 0.978; number 31, F, carries -0.328; number 32, F, carries -0.326; number 33, F, carries -0.319; number 34, H, carries 0.231; number 35, H, carries 0.218; number 36, C, carries -0.227; number 37, H, carries 0.218; number 38, C, carries -0.219; number 39, H, carries 0.238; number 40, H, carries 0.196; number 41, H, carries 0.242; number 42, H, carries 0.205; number 43, H, carries 0.227; number 44, H, carries 0.212; number 45, S, carries -0.212; number 46, H, carries 0.429; number 47, H, carries 0.214; number 48, H, carries 0.220; number 49, H, carries 0.223; number 50, H, carries 0.178; number 51, H, carries 0.177


No. 3
Formula: C20H19F4
Source: the Open Molecules 2025 dataset
Level of theory: ωB97M-V/def2-TZVPD

Total energy ... -31907.8511 eV
Frontier orbital gap ... 6.078 eV
Charge ... +1
2S+1 ... 1
M ... 335.36 g mol⁻¹
LUMO level ... -0.2295 Eh
Energy above the lowest of the compared OMol25 structures with the same formula, charge and spin ... 52.14 kcal per mole

Structure (XYZ):
```
43
C20H19F4, DFT ωB97M-V/def2-TZVPD
C -2.79 -2.70 -1.58
C -2.33 -1.48 -1.91
C -3.09 -0.26 -1.49
C -1.01 -1.34 -2.65
C 0.12 -1.19 -1.72
C 0.91 -2.42 -1.38
C 0.45 0.11 -1.08
H -2.23 -3.58 -1.88
H -3.73 -2.81 -1.01
H -2.65 0.64 -1.94
H -4.14 -0.34 -1.77
H -3.06 -0.16 -0.40
H -0.92 -2.22 -3.31
H -1.10 -0.42 -3.30
H 0.52 -3.32 -1.84
H 1.96 -2.33 -1.70
H 0.96 -2.55 -0.30
H 1.56 0.18 -0.96
H 0.02 0.94 -1.71
F 3.03 -2.18 2.93
C 1.74 -1.75 2.69
C 0.71 -2.64 2.94
C -0.55 -2.21 2.55
F -1.61 -3.10 2.66
C -0.77 -0.99 1.91
C 0.31 -0.20 1.49
C 0.03 0.80 0.33
C 0.70 2.21 0.60
C -0.06 3.37 0.40
C 0.56 4.61 0.16
F -0.21 5.65 -0.31
C 1.93 4.80 0.26
C 2.64 3.69 0.70
F 4.02 3.80 0.74
C 2.06 2.43 0.93
C 1.56 -0.51 2.07
H 0.87 -3.66 3.30
H -1.81 -0.73 1.65
H -1.05 1.05 0.50
H -1.16 3.34 0.31
H 2.39 5.72 -0.08
H 2.75 1.65 1.25
H 2.46 0.11 1.96
```

From a natural (NBO) analysis of the wavefunction, the atomic charges in e read: number 1, C, carries -0.326; number 2, C, carries 0.024; number 3, C, carries -0.662; number 4, C, carries -0.588; number 5, C, carries 0.663; number 6, C, carries -0.756; number 7, C, carries -0.595; number 8, H, carries 0.206; number 9, H, carries 0.233; number 10, H, carries 0.214; number 11, H, carries 0.259; number 12, H, carries 0.227; number 13, H, carries 0.267; number 14, H, carries 0.270; number 15, H, carries 0.255; number 16, H, carries 0.306; number 17, H, carries 0.297; number 18, H, carries 0.296; number 19, H, carries 0.279; number 20, F, carries -0.317; number 21, C, carries 0.430; number 22, C, carries -0.351; number 23, C, carries 0.433; number 24, F, carries -0.319; number 25, C, carries -0.310; number 26, C, carries 0.008; number 27, C, carries -0.174; number 28, C, carries -0.004; number 29, C, carries -0.289; number 30, C, carries 0.427; number 31, F, carries -0.314; number 32, C, carries -0.331; number 33, C, carries 0.439; number 34, F, carries -0.316; number 35, C, carries -0.299; number 36, C, carries -0.305; number 37, H, carries 0.269; number 38, H, carries 0.233; number 39, H, carries 0.250; number 40, H, carries 0.237; number 41, H, carries 0.270; number 42, H, carries 0.228; number 43, H, carries 0.236


No. 4
Formula: C20H19FN2O3
Source: the Open Molecules 2025 dataset
Level of theory: ωB97M-V/def2-TZVPD

Total energy ... -32888.6927 eV
Frontier orbital gap ... 8.450 eV
Charge ... 0
2S+1 ... 1
M ... 354.38 g mol⁻¹
LUMO level ... 0.0078 Eh
SMILES ... O=C(N/C(=C\c1ccc(F)cc1)C(=O)N1CCOCC1)c1ccccc1
Energy above the lowest of the compared OMol25 structures with the same formula, charge and spin ... 44.99 kcal per mole

Structure (XYZ):
```
45
C20H19FN2O3, DFT ωB97M-V/def2-TZVPD
O 1.12 1.96 -0.75
C 1.71 1.00 -0.30
N 1.07 -0.10 0.23
C -0.30 -0.17 0.50
C -1.28 0.35 -0.26
C -1.19 0.88 -1.60
C -0.29 0.38 -2.54
C -0.25 0.88 -3.83
C -1.13 1.89 -4.18
C -2.04 2.40 -3.28
C -2.08 1.89 -2.00
H -2.79 2.28 -1.29
H -2.71 3.19 -3.59
F -1.09 2.39 -5.43
H 0.44 0.50 -4.56
H 0.38 -0.42 -2.27
H -2.27 0.40 0.19
C -0.55 -0.77 1.85
O 0.24 -0.54 2.76
N -1.63 -1.57 2.03
C -2.47 -2.17 1.03
H -2.20 -1.84 0.03
C -3.94 -1.83 1.35
O -4.28 -2.26 2.64
C -3.45 -1.68 3.62
C -1.97 -2.01 3.37
H -1.33 -1.50 4.08
H -1.82 -3.09 3.45
H -3.77 -2.08 4.58
H -3.58 -0.58 3.62
H -4.61 -2.35 0.67
H -4.09 -0.75 1.26
H -2.36 -3.26 1.10
H 1.62 -0.65 0.88
C 3.19 0.89 -0.29
C 3.93 2.07 -0.27
C 5.31 2.03 -0.26
C 5.97 0.81 -0.30
C 5.24 -0.37 -0.34
C 3.86 -0.34 -0.34
H 3.31 -1.26 -0.40
H 5.76 -1.32 -0.39
H 7.05 0.78 -0.30
H 5.87 2.95 -0.24
H 3.39 3.01 -0.25
```

From a natural (NBO) analysis of the wavefunction, the atomic charges in e read: number 1, O, carries -0.574; number 2, C, carries 0.673; number 3, N, carries -0.624; number 4, C, carries 0.074; number 5, C, carries -0.191; number 6, C, carries -0.078; number 7, C, carries -0.151; number 8, C, carries -0.279; number 9, C, carries 0.398; number 10, C, carries -0.281; number 11, C, carries -0.160; number 12, H, carries 0.211; number 13, H, carries 0.229; number 14, F, carries -0.325; number 15, H, carries 0.229; number 16, H, carries 0.213; number 17, H, carries 0.212; number 18, C, carries 0.649; number 19, O, carries -0.632; number 20, N, carries -0.429; number 21, C, carries -0.250; number 22, H, carries 0.236; number 23, C, carries -0.074; number 24, O, carries -0.521; number 25, C, carries -0.076; number 26, C, carries -0.257; number 27, H, carries 0.252; number 28, H, carries 0.195; number 29, H, carries 0.200; number 30, H, carries 0.167; number 31, H, carries 0.200; number 32, H, carries 0.161; number 33, H, carries 0.196; number 34, H, carries 0.421; number 35, C, carries -0.177; number 36, C, carries -0.152; number 37, C, carries -0.211; number 38, C, carries -0.192; number 39, C, carries -0.232; number 40, C, carries -0.139; number 41, H, carries 0.204; number 42, H, carries 0.215; number 43, H, carries 0.216; number 44, H, carries 0.217; number 45, H, carries 0.235